Entry 1:
# C5H10O

3 unconnected molecules or ions with the total composition C5H10O (wB97M-V/def2-TZVPD, the Open Molecules 2025 dataset).

Its SMILES is C=C.C=C.C=O.

Geometry (Å):
H1 0.268 -1.640 2.378
C1 -0.243 1.252 -1.874
H2 -0.880 0.426 -2.179
C2 0.949 0.225 1.650
H3 0.540 0.822 2.461
H4 1.691 1.911 -1.325
H5 -0.724 2.218 -1.735
C3 1.056 1.090 -1.653
C4 0.802 -1.095 1.602
O1 -1.946 -1.361 -0.970
H6 -1.891 -1.892 0.980
C5 -1.921 -1.099 0.206
H7 -1.930 -0.061 0.588
H8 1.208 -1.685 0.784
H9 1.541 0.125 -1.784
H10 1.481 0.764 0.871


Entry 2:
# C5H10O

A single C5H10O molecule at a distorted geometry (wB97M-V/def2-TZVPD, the Open Molecules 2025 dataset).

Its SMILES is COC1(C)CC1.

Geometry (Å):
C1 1.612 0.428 -0.896
H1 -1.141 -1.660 -0.165
C2 0.372 -0.128 -0.238
H2 2.285 1.033 -0.297
H3 -1.360 -0.397 2.086
H4 -1.440 1.369 2.227
H5 2.142 -0.206 -1.620
C3 -0.052 -1.566 -0.234
C4 -1.232 0.536 1.533
H6 0.276 -2.112 -1.125
C5 0.234 0.983 -1.206
H7 -0.014 1.621 -0.287
H8 0.400 -2.043 0.642
O1 0.111 0.589 1.062
H9 -1.982 0.591 0.726
H10 -0.212 0.962 -2.209


Entry 3:
# C5H10O

2 unconnected molecules or ions with the total composition C5H10O at a distorted geometry (wB97M-V/def2-TZVPD, the Open Molecules 2025 dataset).

Its SMILES is C=CCC=C.O.

Geometry (Å):
H1 0.619 -1.736 1.307
C1 -1.530 0.577 0.968
C2 0.231 -1.039 -0.704
C3 -0.343 0.187 1.413
H2 -1.960 0.225 0.036
H3 0.468 -0.189 -1.318
H4 -0.499 -2.127 -2.268
H5 1.574 -0.395 0.845
H6 0.004 0.721 2.290
H7 1.757 3.064 -0.327
C4 0.565 -0.799 0.739
O1 1.509 2.446 -1.026
H8 -0.793 -2.966 -0.672
C5 -0.358 -2.119 -1.192
H9 -2.179 1.228 1.549
H10 0.934 2.920 -1.639


Entry 4:
# C5H10O

A single C5H10O molecule (wB97M-V/def2-TZVPD, the Open Molecules 2025 dataset).

Its SMILES is C[C@H]1C[C@H]1CO.

Geometry (Å):
H1 1.835 0.671 -0.295
C1 0.253 -1.498 0.278
C2 -0.674 0.788 1.235
H2 -0.307 -0.994 -1.795
H3 0.222 1.400 1.044
H4 1.122 -1.385 0.926
H5 -1.784 -0.697 0.113
O1 -1.845 1.585 1.191
H6 -1.987 1.836 0.270
H7 -0.109 -2.519 0.194
C3 1.338 0.332 -1.211
H8 -0.606 0.429 2.267
H9 2.089 -0.205 -1.802
H10 1.034 1.219 -1.778
C4 0.172 -0.581 -0.908
C5 -0.753 -0.381 0.271


Entry 5:
# C5H10O

A single C5H10O molecule (wB97M-V/def2-TZVPD, the Open Molecules 2025 dataset).

Its SMILES is C[C@H]1CCOC1.

Geometry (Å):
H1 2.413 0.383 0.998
O1 -1.675 -0.020 0.956
H2 -0.459 0.874 -1.801
H3 0.270 1.554 0.330
H4 2.026 -0.908 -0.164
C1 -0.400 0.068 -1.065
C2 -1.778 -0.234 -0.451
H5 0.023 -0.808 -1.574
H6 -0.106 0.121 2.275
C3 -0.317 -0.250 1.268
H7 2.371 0.733 -0.745
H8 -0.081 -1.331 1.232
C4 0.427 0.482 0.158
H9 -2.522 0.451 -0.859
C5 1.899 0.158 0.058
H10 -2.092 -1.273 -0.617


Entry 6:
# C5H10O

2 unconnected molecules or ions with the total composition C5H10O at a distorted geometry (wB97M-V/def2-TZVPD, the Open Molecules 2025 dataset).

Its SMILES is C=C/C=C/C.O.

Geometry (Å):
H1 -0.590 -0.398 1.253
H2 0.088 1.537 -1.166
C1 -0.489 1.671 3.205
H3 0.227 -2.794 -3.113
H4 -1.461 1.163 3.160
H5 -0.976 -1.237 -0.933
H6 0.658 -0.831 -1.757
C2 -0.389 0.618 0.858
C3 -0.285 -0.445 -1.297
H7 -0.356 2.729 3.473
C4 -0.175 0.684 -0.557
H8 0.219 1.094 3.800
C5 -0.072 1.594 1.730
H9 0.679 2.326 1.329
H10 1.732 -2.580 -3.186
O1 1.048 -3.237 -3.331


Entry 7:
# C5H10O

A single C5H10O molecule (wB97M-V/def2-TZVPD, the Open Molecules 2025 dataset).

Its SMILES is CC(=O)C(C)C.

Geometry (Å):
H1 -0.151 -0.986 1.969
H2 -1.191 0.663 -1.913
H3 -0.314 -1.210 -0.520
H4 -1.844 -0.902 1.452
H5 -0.968 0.586 1.875
C1 0.906 0.504 -0.077
C2 -0.875 -0.394 1.397
H6 3.020 0.310 -0.415
C3 2.121 -0.308 -0.457
H7 1.996 -0.717 -1.467
H8 -2.457 0.109 -0.802
O1 0.983 1.675 0.231
H9 -1.544 1.596 -0.449
H10 2.225 -1.164 0.221
C4 -0.440 -0.219 -0.063
C5 -1.472 0.584 -0.857


Entry 8:
# C5H10O

A molecular structure, C5H10O (wB97M-V/def2-TZVPD, the Open Molecules 2025 dataset).

Geometry (Å):
C1 -2.169 -0.118 0.040
H1 1.380 1.567 1.282
H2 -2.508 -1.101 0.379
H3 -2.468 0.100 -0.985
C2 1.600 0.700 0.652
H4 1.594 -0.664 -1.775
O1 -0.900 0.330 1.774
H5 0.221 1.222 -0.919
H6 2.492 0.917 0.055
H7 1.828 -0.142 1.315
C3 0.425 0.362 -0.262
C4 0.708 -0.849 -1.159
C5 -0.855 0.168 0.498
H8 -0.138 -1.060 -1.820
H9 0.898 -1.742 -0.553
H10 -2.108 0.312 1.480


Kohn-Sham gap in eV, matching the order above: 10.8, 10.6, 10.2, 11.1, 10.8, 8.2, 10.5, 9.3